(1)
DFT (ωB97M-V/def2-TZVPD) results for a molecular structure, C4H5NO2.

```
12
C4H5NO2 (ωB97M-V/def2-TZVPD)
N 0.62 1.48 0.77
C 0.27 0.39 0.00
C -1.19 0.06 -0.38
C -0.82 -1.32 -0.04
O 0.03 -1.87 -0.87
C 1.18 -0.59 -0.47
O 2.33 -0.91 -0.42
H 0.51 2.39 0.34
H 1.52 1.38 1.25
H -1.89 0.53 0.33
H -1.48 0.24 -1.42
H -1.08 -1.80 0.91
```

As for the total charge: 0. The calculation puts the maximum force at 0.0377 Eh/bohr. The energy above the lowest of the compared OMol25 structures with the same formula, charge and spin is 69.79 kcal/mol. The highest occupied orbital energy comes out at -7.986 eV.



(2)
DFT (ωB97M-V/def2-TZVPD) results for a molecular structure, C41H62BiN2O4P2SSi2.

```
115
C41H62BiN2O4P2SSi2 (ωB97M-V/def2-TZVPD)
Bi 0.57 -0.13 -0.33
C 0.48 -4.19 0.91
O 0.59 -2.84 1.35
C 0.01 -2.61 2.61
C 0.54 -1.31 3.17
O 0.01 -0.15 2.53
C -1.29 0.18 3.00
C -1.91 1.20 2.09
O -2.11 0.57 0.84
C -2.89 1.36 -0.05
H 0.99 -4.86 1.60
H 0.97 -4.25 -0.07
H -0.56 -4.49 0.81
H 0.27 -3.41 3.31
H -1.08 -2.59 2.52
H 1.62 -1.27 3.01
H 0.35 -1.27 4.24
H -1.23 0.58 4.02
H -1.92 -0.71 3.01
H -1.27 2.07 1.97
H -2.86 1.52 2.52
H -2.37 2.28 -0.30
H -3.86 1.60 0.40
H -3.05 0.76 -0.95
C 4.18 -2.10 -1.19
Si 4.20 -0.88 0.22
C 5.88 -0.04 0.35
C 4.05 -1.80 1.82
N 2.84 0.21 -0.09
P 2.67 1.84 0.03
C 1.05 2.15 -0.50
P 0.79 2.06 -2.23
N 0.39 0.49 -2.47
Si -0.26 -0.51 -3.77
C 0.38 -0.09 -5.46
C -2.12 -0.40 -3.79
C 0.21 -2.25 -3.31
C -0.57 3.19 -2.63
C -1.26 3.07 -3.83
C -2.29 3.94 -4.14
C -2.63 4.96 -3.26
C -1.93 5.10 -2.07
C -0.90 4.22 -1.75
C 2.05 2.53 -3.43
C 2.19 3.86 -3.83
C 3.13 4.20 -4.79
C 3.92 3.20 -5.37
C 3.78 1.88 -4.97
C 2.86 1.55 -3.99
C 3.97 2.80 -0.75
C 4.78 2.31 -1.77
C 5.74 3.13 -2.35
C 5.87 4.45 -1.94
C 5.05 4.96 -0.94
C 4.10 4.14 -0.35
C 2.82 2.29 1.78
C 1.72 2.74 2.51
C 1.83 2.98 3.88
C 3.05 2.78 4.52
C 4.16 2.35 3.80
C 4.05 2.12 2.43
H 4.99 -2.84 -1.10
H 3.23 -2.65 -1.18
H 4.28 -1.61 -2.16
H 6.58 -0.48 -0.36
H 5.88 1.03 0.18
H 6.28 -0.22 1.36
H 3.12 -2.37 1.87
H 4.10 -1.12 2.67
H 4.89 -2.50 1.90
H 0.16 0.93 -5.76
H 1.46 -0.23 -5.55
H -0.10 -0.76 -6.19
H -2.49 0.58 -4.09
H -2.53 -1.14 -4.49
H -2.51 -0.64 -2.79
H 1.28 -2.35 -3.12
H -0.35 -2.57 -2.42
H -0.05 -2.95 -4.12
H -0.99 2.29 -4.54
H -2.83 3.83 -5.08
H -3.44 5.64 -3.50
H -2.19 5.90 -1.38
H -0.35 4.31 -0.82
H 1.56 4.63 -3.40
H 3.24 5.23 -5.11
H 4.64 3.47 -6.14
H 4.40 1.11 -5.42
H 2.76 0.52 -3.65
H 4.67 1.29 -2.10
H 6.38 2.74 -3.14
H 6.62 5.09 -2.40
H 5.15 5.99 -0.62
H 3.46 4.52 0.44
H 0.80 2.92 1.98
H 0.98 3.33 4.44
H 3.14 2.97 5.58
H 5.11 2.22 4.29
H 4.92 1.79 1.87
C -4.39 -5.43 -0.99
C -4.27 -3.95 -1.35
S -3.21 -3.09 -0.17
O -2.75 -1.82 -0.82
C -4.50 -2.64 1.02
C -5.24 -1.38 0.58
H -5.05 -5.94 -1.69
H -4.80 -5.57 0.01
H -3.41 -5.92 -1.03
H -5.24 -3.45 -1.38
H -3.78 -3.80 -2.31
H -3.99 -2.50 1.97
H -5.15 -3.51 1.10
H -4.52 -0.60 0.33
H -5.88 -1.03 1.39
H -5.86 -1.56 -0.29
```

As for the total charge: +1. The calculation puts the maximum force at 0.0153 Eh/bohr. The highest occupied orbital energy comes out at -10.439 eV.



(3)
DFT (ωB97M-V/def2-TZVPD) results for 3 unconnected molecules or ions with the total composition C5H6N.

```
12
C5H6N (ωB97M-V/def2-TZVPD)
C 3.00 -0.69 0.02
C 1.83 -0.47 0.30
C -0.45 -0.29 1.58
C 0.54 -0.35 0.71
C -1.42 -1.50 -0.50
N -0.73 -0.86 0.33
H 3.91 -0.61 -0.34
H -0.99 -0.11 2.56
H -1.12 1.69 0.26
H -0.93 -1.83 -1.38
H -2.44 -1.65 -0.27
H -1.67 1.37 -0.31
```

As for the total charge: +1. The calculation puts the maximum force at 0.1167 Eh/bohr. The energy above the lowest of the compared OMol25 structures with the same formula, charge and spin is 163.08 kcal/mol. The highest occupied orbital energy comes out at -14.668 eV.



(4)
DFT (ωB97M-V/def2-TZVPD) results for a gas-phase ion, C17H34N7O (charge +1).

```
59
C17H34N7O (ωB97M-V/def2-TZVPD)
C 4.78 0.51 0.35
C 4.06 -0.80 0.08
C 5.02 -1.81 -0.55
C 3.46 -1.41 1.35
C 2.46 -0.50 2.08
N 1.97 -1.20 3.26
C 1.36 -0.08 1.15
C 0.34 -0.86 0.62
N -0.37 -0.02 -0.15
C -1.59 -0.24 -0.92
C -2.26 -1.56 -0.53
C -1.67 -2.75 -1.30
C -2.02 -4.09 -0.65
C -0.97 -4.57 0.35
N -0.79 -3.63 1.45
C -2.47 0.96 -0.55
O -3.17 0.93 0.43
N -2.37 2.09 -1.31
C -1.53 2.35 -2.46
C -0.64 3.57 -2.16
N -0.47 3.64 -0.70
C -1.74 4.04 -0.05
C -2.90 3.32 -0.75
N 0.18 1.20 -0.08
N 1.21 1.17 0.70
H 5.52 0.38 1.14
H 5.30 0.85 -0.54
H 4.09 1.29 0.66
H 3.25 -0.61 -0.64
H 5.85 -2.01 0.12
H 4.52 -2.75 -0.76
H 5.42 -1.42 -1.49
H 2.95 -2.34 1.10
H 4.26 -1.64 2.05
H 2.97 0.41 2.43
H 1.36 -0.62 3.81
H 1.48 -2.05 3.00
H 0.07 -1.89 0.77
H -1.34 -0.27 -1.98
H -2.17 -1.71 0.54
H -3.32 -1.48 -0.76
H -2.05 -2.73 -2.32
H -0.58 -2.66 -1.36
H -2.10 -4.86 -1.43
H -2.99 -4.02 -0.16
H 0.00 -4.67 -0.16
H -1.26 -5.57 0.70
H -0.09 -4.00 2.09
H -1.66 -3.56 1.97
H -0.90 1.49 -2.68
H -2.16 2.54 -3.33
H 0.33 3.46 -2.64
H -1.10 4.50 -2.53
H 0.29 4.26 -0.43
H -0.19 2.56 -0.39
H -1.68 3.75 1.01
H -1.87 5.12 -0.11
H -3.68 3.07 -0.03
H -3.33 3.92 -1.55
```

As for the total charge: +1. The calculation puts the maximum force at 0.0179 Eh/bohr. The energy above the lowest of the compared OMol25 structures with the same formula, charge and spin is 13.06 kcal/mol. The SMILES is CC(C)C[C@H](N)c1cn([C@@H](CCCCN)C(=O)N2CC[NH2+]CC2)nn1. The highest occupied orbital energy comes out at -11.791 eV.



(5)
DFT (ωB97M-V/def2-TZVPD) results for 19 unconnected molecules or ions with the total composition C62H82Cl21O29P.

```
195
C62H82Cl21O29P (ωB97M-V/def2-TZVPD)
C 2.79 0.65 3.43
C 1.62 0.33 2.38
C 1.12 1.58 1.65
C -0.34 1.46 1.09
P -0.54 0.39 -0.46
C 0.36 1.32 -1.73
C 0.43 0.72 -3.16
C 1.73 -0.08 -3.42
C 1.69 -0.85 -4.76
C 0.00 -1.30 -0.14
C -0.64 -1.99 1.08
C 0.17 -3.19 1.52
C -0.59 -3.92 2.62
C -2.25 0.31 -1.03
C -3.00 1.66 -0.85
C -4.40 1.69 -1.46
C -4.46 1.27 -2.88
H 2.99 -0.30 3.93
H 2.49 1.48 4.07
H 3.69 0.97 2.90
H 0.79 -0.03 2.99
H 1.94 -0.47 1.72
H 1.84 1.84 0.86
H 1.11 2.46 2.29
H -0.65 2.46 0.77
H -0.99 1.04 1.85
H 1.36 1.46 -1.31
H -0.04 2.33 -1.80
H 0.39 1.47 -3.95
H -0.44 0.08 -3.29
H 1.82 -0.82 -2.62
H 2.60 0.58 -3.33
H 1.57 -0.24 -5.65
H 0.97 -1.66 -4.68
H 2.67 -1.33 -4.84
H 1.08 -1.22 0.01
H -0.17 -1.89 -1.04
H -1.64 -2.31 0.76
H -0.71 -1.24 1.87
H 1.15 -2.90 1.92
H 0.37 -3.94 0.75
H -1.59 -4.21 2.30
H -0.59 -3.41 3.59
H -0.06 -4.87 2.74
H -2.73 -0.49 -0.47
H -2.11 -0.11 -2.03
H -2.43 2.52 -1.22
H -3.21 1.83 0.20
H -4.93 2.62 -1.23
H -4.98 0.94 -0.92
H -5.48 1.28 -3.26
H -4.01 0.29 -2.99
H -3.87 1.94 -3.52
Cl -0.32 -7.83 0.74
O -0.67 -8.07 2.11
O -0.43 -6.40 0.50
O 1.06 -8.23 0.52
O -1.20 -8.49 -0.18
C 0.33 2.13 6.11
C 0.91 1.98 7.30
C 0.57 2.82 8.48
O 0.97 2.55 9.61
C -0.35 3.89 8.14
C -0.93 4.05 6.94
C -0.64 3.12 5.76
O -1.28 3.24 4.73
O -1.87 4.99 6.74
O 1.80 0.99 7.49
H 0.73 1.52 5.31
H -0.61 4.55 8.96
H -2.43 4.80 5.98
H 2.37 1.20 8.23
C -2.75 -2.79 -5.47
C -2.20 -3.24 -4.32
C -1.32 -4.47 -4.26
O -0.79 -4.92 -3.27
C -1.04 -4.99 -5.60
C -1.52 -4.53 -6.74
C -2.50 -3.42 -6.82
O -2.98 -3.03 -7.86
O -1.13 -5.08 -7.90
O -2.51 -2.64 -3.16
H -3.37 -1.92 -5.32
H -0.33 -5.81 -5.73
H -1.43 -4.62 -8.69
H -2.14 -3.10 -2.39
C 5.25 6.31 -2.35
C 5.86 5.78 -3.41
C 5.58 4.46 -3.99
O 6.07 3.99 -4.99
C 4.54 3.74 -3.26
C 3.96 4.19 -2.12
C 4.22 5.54 -1.57
O 3.67 6.01 -0.58
O 3.11 3.40 -1.39
O 6.81 6.55 -4.06
H 5.52 7.31 -2.07
H 4.30 2.76 -3.64
H 2.55 4.01 -0.89
H 7.39 5.93 -4.52
C 5.78 2.15 5.25
C 6.27 1.47 4.21
C 6.35 -0.02 4.17
O 6.96 -0.64 3.31
C 5.80 -0.67 5.35
C 5.29 0.05 6.36
C 5.18 1.50 6.41
O 4.66 2.13 7.32
O 4.85 -0.62 7.48
O 6.82 2.12 3.16
H 5.82 3.23 5.32
H 5.75 -1.75 5.34
H 4.83 -0.06 8.27
H 6.95 1.48 2.45
C 1.76 -6.32 4.29
C 2.45 -5.59 3.40
C 3.37 -4.44 3.82
O 3.99 -3.81 2.99
C 3.36 -4.21 5.28
C 2.56 -4.89 6.14
C 1.76 -6.08 5.67
O 1.21 -6.80 6.49
O 2.60 -4.71 7.47
O 2.25 -5.72 2.09
H 1.12 -7.10 3.88
H 4.00 -3.44 5.70
H 2.06 -5.43 7.83
H 1.72 -6.50 1.89
C -0.52 0.52 -8.26
C -0.39 0.73 -9.58
C -1.56 1.13 -10.46
O -1.49 1.25 -11.66
C -2.79 1.34 -9.68
C -2.84 1.14 -8.35
C -1.71 0.61 -7.47
O -1.78 0.54 -6.25
O -4.02 1.18 -7.64
O 0.80 0.68 -10.18
H 0.38 0.28 -7.71
H -3.75 1.61 -10.12
H -3.75 1.12 -6.72
H 0.82 1.21 -10.99
O -1.95 -4.07 -0.74
H -2.59 -4.34 -0.07
H -1.34 -4.82 -0.80
C -5.04 -5.92 1.67
Cl -3.97 -6.52 0.38
Cl -4.17 -4.69 2.61
H -5.93 -5.55 1.16
H -5.40 -6.75 2.27
C 4.66 -1.78 -1.18
Cl 5.16 -0.51 -0.09
Cl 3.29 -2.65 -0.43
H 4.44 -1.41 -2.17
H 5.51 -2.46 -1.20
C -6.79 -0.27 -5.57
Cl -7.50 -1.32 -6.82
Cl -5.57 -1.17 -4.63
H -6.39 0.53 -6.19
H -7.53 0.08 -4.85
C 2.57 6.01 3.05
Cl 2.39 7.65 2.41
Cl 1.00 5.27 3.32
H 3.17 5.44 2.35
H 3.07 6.00 4.02
C -0.47 6.31 -0.31
Cl 0.21 4.93 -1.16
Cl -1.61 5.62 0.94
H 0.27 7.00 0.09
H -1.09 6.84 -1.03
C -5.42 -2.53 -1.31
Cl -6.31 -4.07 -1.32
Cl -4.87 -1.98 0.26
H -4.63 -2.77 -2.02
H -6.15 -1.85 -1.74
C -3.74 -0.09 4.60
Cl -4.44 1.52 4.23
Cl -3.18 -0.77 3.03
H -2.98 0.14 5.35
H -4.53 -0.68 5.04
C -5.34 6.00 0.19
Cl -4.44 7.29 -0.64
Cl -6.31 5.05 -1.01
H -4.65 5.27 0.63
H -5.98 6.34 0.99
C 0.00 -2.52 6.66
Cl -1.15 -1.57 7.66
Cl 0.56 -1.47 5.36
H 0.82 -2.65 7.37
H -0.33 -3.48 6.28
C -2.07 4.99 -4.32
Cl -2.30 3.38 -5.01
Cl -3.11 5.10 -2.85
H -1.04 5.09 -3.99
H -2.41 5.70 -5.06
```

As for the total charge: 0. The calculation puts the maximum force at 0.0628 Eh/bohr. The energy above the lowest of the compared OMol25 structures with the same formula, charge and spin is 0.00 kcal/mol. The highest occupied orbital energy comes out at -8.673 eV.



(6)
DFT (ωB97M-V/def2-TZVPD) results for a single C2H2N2O3 molecule.

```
9
C2H2N2O3 (ωB97M-V/def2-TZVPD)
O 1.18 -2.35 1.35
C 1.32 -1.34 0.77
N 0.59 -0.16 0.78
N -0.47 0.03 0.15
O -1.23 -0.79 -0.51
C -1.09 1.27 0.43
O -0.47 2.25 0.58
H 2.29 -1.06 0.26
H -2.18 0.91 0.46
```

As for the total charge: 0. The calculation puts the maximum force at 0.0916 Eh/bohr. The energy above the lowest of the compared OMol25 structures with the same formula, charge and spin is 97.91 kcal/mol. The SMILES is O=C/N=[N+](\[O-])C=O. The highest occupied orbital energy (spin up / spin down) comes out at -10.857 / -10.858 eV.



(7)
DFT (ωB97M-V/def2-TZVPD) results for a molecular structure, C21H36F12LiN2O17S8.

```
97
C21H36F12LiN2O17S8 (ωB97M-V/def2-TZVPD)
Li -15.72 17.43 22.68
N -15.40 18.94 23.78
S -15.91 20.32 24.21
O -15.18 21.52 23.92
O -16.64 20.27 25.47
F -17.13 20.38 23.13
S -14.44 18.64 25.17
O -15.09 17.78 26.13
O -13.54 19.65 25.62
F -13.50 17.58 24.46
N -14.70 17.22 20.96
S -13.60 16.10 20.98
O -12.82 15.97 22.19
O -13.00 15.85 19.70
F -14.58 14.81 21.10
S -13.68 18.58 20.80
O -12.97 18.63 19.55
O -13.01 18.94 22.00
F -14.87 19.61 20.69
C -10.09 23.32 23.68
C -10.04 21.85 24.11
C -11.14 21.12 23.38
S -11.25 21.78 21.71
O -12.56 22.01 21.15
O -10.33 21.01 20.88
C -10.41 23.36 22.20
H -9.20 23.87 23.96
H -10.89 23.83 24.23
H -10.30 21.66 25.15
H -9.09 21.40 23.81
H -12.14 21.32 23.79
H -11.08 20.03 23.31
H -11.11 24.16 21.95
H -9.55 23.46 21.54
C -19.03 22.98 22.88
C -19.29 22.65 24.36
C -20.25 23.72 24.91
S -21.33 24.20 23.54
O -21.14 25.62 23.28
O -22.69 23.76 23.70
C -20.42 23.19 22.29
H -18.43 22.19 22.42
H -18.39 23.85 22.71
H -18.40 22.53 24.99
H -19.81 21.69 24.37
H -19.69 24.58 25.26
H -20.88 23.30 25.69
H -20.67 23.53 21.29
H -20.86 22.19 22.37
C -15.45 22.70 20.96
C -15.66 24.11 21.45
C -14.50 24.97 20.98
S -14.36 24.42 19.22
O -12.96 24.34 18.85
O -15.20 25.28 18.39
C -15.07 22.73 19.46
H -16.29 22.04 21.14
H -14.62 22.21 21.48
H -15.66 24.02 22.54
H -16.61 24.54 21.11
H -13.60 24.55 21.43
H -14.54 26.05 21.05
H -14.22 22.07 19.28
H -15.91 22.61 18.78
C -14.50 13.36 26.23
C -15.39 14.35 27.02
C -16.45 14.85 26.02
S -16.01 14.28 24.35
O -16.06 15.47 23.52
O -16.72 13.08 23.96
C -14.34 13.76 24.77
H -14.97 12.38 26.33
H -13.56 13.13 26.75
H -14.80 15.14 27.47
H -15.88 13.85 27.85
H -16.49 15.94 25.99
H -17.49 14.61 26.23
H -13.76 14.67 24.62
H -14.01 12.99 24.09
C -18.87 19.56 27.52
C -19.13 18.14 27.10
C -19.14 17.11 28.25
F -19.45 15.89 27.75
F -17.93 17.07 28.87
F -20.40 18.01 26.58
F -18.24 17.75 26.17
O -19.93 19.93 28.40
C -20.19 21.26 28.53
C -21.18 21.49 29.67
F -22.34 20.86 29.36
F -20.77 21.08 30.87
F -19.05 21.98 28.73
F -20.70 21.78 27.39
H -18.71 20.31 26.74
H -17.89 19.65 28.00
H -19.89 17.35 29.00
H -21.42 22.56 29.67
```

As for the total charge: -1. The calculation puts the maximum force at 0.1303 Eh/bohr. The highest occupied orbital energy comes out at -7.908 eV.



Question: What is the formula in the fifth record?
Answer: C62H82Cl21O29P